[1]
76
Properties=species:S:1:pos:R:3:lowdin_charge:R:1 method="wB97M-V/def2-TZVPD" total_charge=-1 molar_mass_g_mol=616.7 homo_lumo_gap_ev=6.0
H -3.27 3.62 0.31 0.058
O 5.37 0.01 2.85 0.098
H -2.84 -3.37 1.25 0.099
C 0.51 3.04 -4.01 -0.553
H 0.90 -1.22 1.67 0.031
C 4.88 -2.11 0.29 -0.147
H -2.29 1.82 -0.67 0.061
H 3.68 -0.32 0.22 0.113
H 3.07 -1.50 1.36 0.085
H -0.70 -2.66 0.79 0.049
H -2.49 -2.44 -1.62 0.095
C -0.28 0.28 0.64 -0.280
N -6.07 -0.96 -0.30 -0.007
O 4.88 -2.20 2.81 -0.005
H -2.70 2.90 -1.97 0.075
O -1.18 -0.46 -2.09 -0.244
H -5.52 -0.25 -0.78 0.058
H -5.42 -0.97 1.72 0.095
H -2.82 5.29 0.17 0.073
H -0.02 -3.37 -0.62 0.065
H 2.05 0.08 -1.10 0.062
H 0.29 1.16 0.39 0.053
Si -1.17 1.11 -2.72 0.601
H 3.12 -1.16 4.56 0.081
C -0.86 3.46 -1.00 -0.259
C -0.72 -2.60 -0.29 -0.205
H -1.31 3.34 -4.56 0.101
H -2.72 4.53 1.75 0.064
H 2.32 0.16 2.81 0.039
H 0.91 0.97 -4.11 0.100
H -4.00 -3.66 0.00 0.103
H 1.65 1.48 1.86 0.077
Si -0.17 -0.89 -0.86 0.502
H 3.17 -2.39 -1.44 0.095
C -3.79 -1.57 0.45 -0.199
H 4.73 -3.08 -0.16 0.100
C -3.21 -2.98 0.31 -0.211
C 5.66 -2.33 1.61 -0.157
H 0.14 3.04 -0.99 0.080
H 6.00 -3.36 1.62 0.117
O -3.59 1.38 -3.99 -0.117
H 1.72 -1.03 -2.44 0.077
H -2.06 -4.04 -1.13 0.098
C 3.54 -1.39 0.39 -0.190
O 1.35 3.87 -3.72 0.070
C 4.18 -0.95 4.68 0.019
O -1.85 0.75 -5.29 -0.101
H 6.55 -1.73 1.64 0.115
H -5.64 -2.55 0.96 0.092
C 0.38 -0.30 1.91 -0.775
H -0.84 4.27 -1.72 0.107
C -5.29 -1.54 0.80 -0.284
C -2.58 4.36 0.68 -0.108
H -0.78 3.24 1.12 0.085
H 1.28 1.75 -2.60 0.067
H -6.90 -0.52 0.06 0.052
C -1.87 2.39 -1.49 -0.220
H 4.29 0.04 5.10 0.088
H -0.51 4.87 0.57 0.101
C -1.13 3.99 0.42 -0.265
H -3.26 -1.04 1.24 0.041
C -2.13 -3.02 -0.77 -0.244
C 4.88 -0.98 3.36 -0.557
C 0.52 1.67 -3.37 -0.133
H 4.58 -1.68 5.37 0.086
C 2.55 -1.95 -0.67 -0.226
H -3.63 -1.03 -0.48 0.102
H -1.30 0.55 0.87 0.040
H 1.00 1.10 3.44 0.034
C 1.66 -0.90 -1.37 -0.201
H 5.55 -1.56 -0.36 0.116
O -0.43 3.32 -4.95 0.080
C 1.41 0.66 2.54 -0.156
C -2.38 1.09 -4.20 -0.777
I -1.08 -0.80 3.42 0.838
H 2.00 -2.74 -0.16 0.086

---

[2]
72
Properties=species:S:1:pos:R:3:mulliken_spin:R:1 method="wB97M-V/def2-TZVPD" multiplicity=3 total_charge=+3 molar_mass_g_mol=511.5 s_squared=2.0297 e_above_lowest_kj_mol=0.00 homo_lumo_gap_ev="3.4 / 3.5"
C 5.34 0.83 -3.59 -0.001
H -1.76 3.59 -0.55 0.001
C -2.50 -2.30 1.54 0.022
H 0.83 -4.34 -0.64 -0.001
C 3.96 0.80 -3.87 -0.001
H 2.90 -2.39 -0.86 -0.001
H -1.80 1.80 -1.81 0.005
H -1.65 -0.56 4.05 -0.002
H -3.39 3.00 -0.14 0.000
C -0.67 3.23 2.40 0.002
P 0.53 -1.93 -0.45 -0.043
H 2.69 -0.78 -0.13 -0.001
H 2.52 0.41 2.03 0.000
H -0.50 2.85 3.42 0.001
H -1.17 4.21 2.47 -0.002
H 2.27 0.44 3.80 -0.001
N -3.92 0.30 -0.46 0.014
V -0.75 -0.05 0.47 2.034
H -3.18 0.47 -1.14 0.004
C 3.51 1.15 -5.15 -0.001
H 0.30 3.36 1.90 0.000
H 1.02 0.85 -0.79 -0.008
H 0.22 2.51 -0.53 0.002
C 0.33 -2.13 -2.27 0.006
C -4.99 -1.47 0.77 -0.005
H -0.92 1.07 4.17 0.004
H 2.45 1.07 -5.37 0.000
H -3.45 -3.94 2.52 0.000
H 7.31 1.35 -4.29 0.000
H 6.48 2.11 -6.53 0.000
H 2.58 -2.22 0.90 0.002
P -1.72 2.10 1.40 -0.030
H -5.77 -3.15 1.91 0.000
H 1.53 1.70 2.76 -0.002
H -1.48 -2.59 1.82 -0.005
C 1.80 0.64 2.83 0.007
H -3.99 1.39 1.84 0.001
H 0.57 -1.21 -2.83 0.001
H -3.50 2.74 2.91 -0.001
C 0.22 -3.67 -0.01 0.010
H -0.73 -2.36 -2.45 0.002
C -3.82 -0.83 0.33 0.012
C 5.77 1.71 -5.80 -0.001
C -4.89 -2.60 1.57 0.000
C 4.41 1.63 -6.11 0.000
H -2.62 4.27 0.85 -0.002
P 0.32 -0.41 2.63 -0.043
H 1.80 1.12 -2.68 0.000
C -3.61 -3.03 1.93 0.001
C -1.02 1.05 -1.61 0.087
H 0.46 -3.86 1.04 0.000
N -2.59 -1.20 0.74 -0.059
C 6.24 1.30 -4.54 0.000
H -2.95 1.07 3.25 0.000
H -0.84 -3.90 -0.16 0.000
S 2.87 0.27 -2.61 -0.003
H 1.70 -2.46 2.56 -0.001
C 2.34 -1.83 -0.10 0.002
C 0.11 1.48 -0.87 -0.022
H -5.95 -1.06 0.45 0.000
C -0.70 -0.01 4.10 0.008
C 0.93 -2.04 3.21 0.002
H -0.17 -0.33 5.01 -0.002
C -2.44 3.36 0.27 0.006
C -3.18 1.79 2.46 0.004
H 0.95 -2.95 -2.65 -0.003
H 4.07 1.95 -7.09 0.000
H 0.09 -2.75 3.27 0.002
H 5.67 0.52 -2.60 0.000
H -0.94 0.23 -2.34 0.001
H -4.84 0.54 -0.79 -0.001
H 1.33 -1.92 4.22 -0.001